ORCA calculation (the ωB97M-V functional and the def2-TZVPD basis) on a structure of composition C34H61FO14S7 at a distorted geometry.

Last column: Mulliken charge in e.
Cartesian coordinates (Å):
F: 28.311 43.249 15.135  -0.38
C: 29.084 42.588 14.288  0.27
C: 28.644 41.326 13.843  -0.33
C: 29.455 40.602 12.919  -0.95
C: 30.659 41.124 12.480  -0.15
C: 31.172 42.334 13.026  -0.18
C: 30.350 43.056 13.897  -0.10
H: 27.544 41.022 14.347  0.14
H: 29.328 39.738 12.630  1.02
H: 31.296 40.521 11.918  0.46
H: 32.209 42.626 12.657  -0.07
H: 30.631 44.023 14.392  0.27
C: 25.961 45.412 5.291  -0.81
C: 25.314 46.484 4.458  -0.63
C: 26.445 47.236 3.988  -0.84
S: 27.516 47.488 5.485  1.13
O: 27.272 48.646 6.315  -0.68
O: 28.805 47.264 5.039  -0.58
C: 26.890 46.036 6.337  0.13
H: 26.542 44.636 4.664  0.26
H: 25.244 44.793 5.708  0.48
H: 24.639 47.182 4.985  0.26
H: 24.669 46.126 3.750  0.46
H: 26.154 48.116 3.604  0.53
H: 27.189 46.769 3.189  0.27
H: 26.342 46.251 7.261  0.37
H: 27.733 45.473 6.773  -0.42
C: 28.529 37.218 7.980  -0.90
C: 29.914 37.526 8.482  -0.84
C: 29.959 38.869 9.058  -0.59
S: 28.418 39.687 8.937  1.08
O: 28.505 40.958 8.318  -0.59
O: 27.850 39.567 10.252  -0.63
C: 27.764 38.520 7.710  -0.72
H: 27.920 36.805 8.714  0.35
H: 28.668 36.650 7.212  0.51
H: 30.637 37.551 7.643  0.30
H: 30.346 36.767 9.071  0.38
H: 30.686 39.362 8.658  0.70
H: 30.460 38.684 10.055  0.13
H: 28.018 39.010 6.752  0.34
H: 26.691 38.534 7.785  0.47
C: 25.110 45.553 14.101  -0.61
C: 24.604 44.741 12.871  -1.05
C: 25.778 44.568 12.156  -0.89
S: 26.678 46.126 12.102  1.11
O: 26.326 46.860 10.937  -0.69
O: 28.090 45.971 12.365  -0.59
C: 25.742 46.710 13.535  -0.81
H: 25.771 45.075 14.767  0.33
H: 24.195 45.797 14.577  0.33
H: 23.981 45.136 12.258  0.56
H: 24.018 43.815 13.029  0.40
H: 25.702 44.068 11.299  0.88
H: 26.457 44.081 12.726  0.23
H: 25.026 47.255 13.048  0.44
H: 26.476 47.187 14.194  0.37
C: 36.804 40.792 10.401  -0.95
C: 35.875 40.363 11.437  -1.28
C: 34.977 41.416 11.681  -0.35
S: 34.494 41.777 10.025  1.54
O: 34.318 43.211 9.903  -0.78
O: 33.435 40.944 9.611  -0.68
C: 35.955 41.292 9.144  -0.38
H: 37.466 39.956 10.420  0.40
H: 37.564 41.438 10.688  0.47
H: 36.348 40.086 12.186  0.89
H: 35.289 39.458 11.114  0.18
H: 35.561 42.339 12.165  0.28
H: 34.138 41.247 12.469  0.20
H: 36.267 42.170 8.728  0.07
H: 35.964 40.423 8.447  0.35
C: 33.351 49.343 7.205  -0.53
C: 31.856 49.096 6.901  0.05
C: 31.404 50.013 5.923  -0.83
S: 32.049 51.520 6.555  1.17
O: 31.179 52.139 7.535  -0.67
O: 32.510 52.314 5.372  -0.72
C: 33.450 50.924 7.413  -0.60
H: 34.025 49.001 6.332  0.22
H: 33.703 48.845 8.125  0.25
H: 31.260 49.204 7.774  0.24
H: 31.569 48.054 6.546  -0.09
H: 30.337 50.233 5.594  0.35
H: 31.771 49.988 4.959  0.48
H: 33.154 51.063 8.606  0.26
H: 34.249 51.492 6.975  0.42
C: 37.071 43.246 4.581  -0.82
C: 36.823 43.355 6.155  -0.79
C: 35.460 43.539 6.290  -0.28
S: 34.983 44.824 5.193  1.23
O: 35.401 46.036 5.640  -0.66
O: 33.686 44.514 4.827  -0.65
C: 36.133 44.233 3.964  -0.81
H: 36.692 42.264 4.310  0.33
H: 38.120 43.366 4.238  0.34
H: 37.391 44.119 6.476  0.48
H: 37.406 42.451 6.599  0.23
H: 35.086 43.765 7.344  -0.06
H: 35.070 42.588 6.284  0.63
H: 36.679 45.040 3.805  0.58
H: 35.676 43.668 3.118  0.27
C: 29.244 44.637 8.989  -0.22
C: 30.122 44.410 10.197  -0.55
C: 31.356 43.870 9.962  -0.56
S: 31.859 44.703 8.424  1.62
O: 32.367 43.768 7.498  -0.62
O: 32.571 45.910 8.786  -0.78
C: 30.209 45.065 7.827  -0.80
H: 28.503 45.476 9.132  0.18
H: 28.658 43.826 8.727  0.81
H: 29.750 43.663 11.026  -0.32
H: 30.450 45.073 10.769  0.63
H: 31.563 42.755 9.859  -0.08
H: 32.178 43.909 10.733  0.40
H: 30.032 44.620 6.867  0.50
H: 30.085 46.327 7.400  -0.13

Summary:
HOMO energy = -9.15 eV
Energy above the lowest of the compared OMol25 structures with the same formula, charge and spin = 0.00 kcal per mole
Gap between HOMO and LUMO = 9.205 eV
Lowest unoccupied orbital energy = 0.06 eV

---

ORCA calculation (the ωB97M-V functional and the def2-TZVPD basis) on a structure of composition C26H32FN11O6SeTi.

Last column: Mulliken charge in e.
Cartesian coordinates (Å):
Ti: 0.363 -0.080 -0.101  0.27
Se: 1.433 5.129 5.386  0.19
N: 0.940 3.408 5.393  -0.88
C: 0.909 3.009 4.156  0.71
C: 0.594 1.625 3.756  0.28
C: 0.333 0.640 4.645  -0.42
C: 0.060 -0.672 4.135  -1.15
C: 0.077 -0.896 2.803  -0.54
N: 0.339 0.084 1.861  0.87
C: 0.591 1.370 2.347  -0.60
C: 0.814 2.332 1.396  0.04
N: 0.705 1.911 0.071  0.96
C: 1.030 2.844 -0.891  -0.47
C: 1.384 4.121 -0.623  -1.13
C: 1.450 4.572 0.735  -0.43
C: 1.176 3.681 1.716  0.09
C: 1.209 4.020 3.150  0.64
N: 1.476 5.210 3.598  -0.88
H: 0.344 0.843 5.706  0.55
H: -0.142 -1.496 4.805  0.45
H: -0.106 -1.882 2.391  0.31
H: 0.980 2.478 -1.909  0.49
H: 1.616 4.787 -1.442  0.46
H: 1.723 5.588 0.984  0.53
C: -5.782 0.925 1.043  -0.85
O: -4.483 1.442 1.319  -0.38
C: -3.378 0.768 0.941  0.40
O: -2.288 1.252 1.057  -0.34
N: -3.604 -0.490 0.406  -0.47
N: -2.451 -1.217 0.076  -0.15
H: -6.474 1.732 1.266  0.25
H: -6.014 0.080 1.697  0.31
H: -5.881 0.636 -0.003  0.36
H: -4.406 -1.004 0.736  0.28
H: -2.641 -1.808 -0.720  0.27
H: -2.117 -1.775 0.854  0.24
F: 3.396 -4.656 2.741  -0.30
C: 2.840 -5.176 1.648  0.23
C: 1.833 -4.574 1.016  -0.24
N: 1.254 -5.105 -0.122  0.19
C: 0.137 -4.410 -0.762  -1.19
C: 0.524 -2.956 -1.048  0.37
O: 1.132 -2.676 -2.065  -0.66
O: 0.156 -2.126 -0.119  0.12
C: 1.684 -6.300 -0.664  0.53
O: 1.186 -6.821 -1.638  -0.64
N: 2.744 -6.881 0.014  -0.07
C: 3.394 -6.439 1.160  0.21
O: 4.300 -7.057 1.666  -0.61
H: 1.435 -3.626 1.354  0.65
H: -0.743 -4.459 -0.118  0.19
H: -0.052 -4.931 -1.696  0.38
H: 3.070 -7.754 -0.373  0.23
C: -2.858 0.555 -4.158  -1.08
N: -1.770 1.143 -3.386  0.04
C: -2.240 1.693 -2.122  -1.08
C: -0.569 0.465 -3.368  0.69
N: 0.013 0.189 -2.234  0.35
N: -0.034 0.154 -4.575  0.23
C: -0.304 0.933 -5.772  -1.30
C: 1.097 -0.753 -4.687  -0.88
H: -3.372 -0.215 -3.569  0.29
H: -2.502 0.102 -5.078  0.39
H: -3.583 1.328 -4.414  0.33
H: -2.977 2.466 -2.337  0.44
H: -1.423 2.129 -1.557  0.08
H: -2.707 0.916 -1.511  0.22
H: 0.939 -0.207 -2.407  -0.29
H: -0.938 1.783 -5.540  0.40
H: -0.782 0.321 -6.542  0.36
H: 0.642 1.303 -6.174  0.40
H: 1.074 -1.512 -3.909  0.30
H: 2.047 -0.210 -4.643  0.33
H: 1.038 -1.258 -5.652  0.39
C: 2.465 -0.287 -0.275  -1.27
H: 2.875 0.449 -0.977  0.27
H: 2.771 -1.280 -0.614  0.49
H: 2.923 -0.077 0.696  0.29

Summary:
HOMO energy (spin up / spin down) = -5.43 / -5.41 eV
Energy above the lowest of the compared OMol25 structures with the same formula, charge and spin = 14.20 kcal per mole
Gap between HOMO and LUMO (spin up / spin down) = 5.297 / 5.282 eV
Lowest unoccupied orbital energy (spin up / spin down) = -0.13 / -0.13 eV